Entry 1:
{
  "formula": "C9H24FO3",
  "method": "ωB97M-V/def2-TZVPD",
  "elements": ["F", "C", "C", "C", "O", "H", "H", "H", "H", "H", "H", "H", "H", "C", "C", "C", "O", "H", "H", "H", "H", "H", "H", "H", "H", "C", "C", "C", "O", "H", "H", "H", "H", "H", "H", "H", "H"],
  "coordinates": [[-0.65266, -0.88562, 1.90827], [0.44197, -1.54538, -1.96213], [-1.06865, -1.39244, -1.52722], [-2.13557, -2.29777, -2.15283], [-1.06797, -1.71011, -0.08142], [0.71833, -2.59963, -1.97876], [1.06853, -0.95225, -1.29600], [0.56022, -1.24576, -3.00344], [-1.42708, -0.38917, -1.75759], [-2.13337, -2.06237, -3.21710], [-3.16733, -2.10107, -1.86147], [-2.05204, -3.36433, -1.94407], [-0.55894, -1.06784, 0.41854], [-0.57226, 2.96343, -0.12337], [-1.46971, 2.01467, 0.67889], [-1.45391, 0.57131, -0.02531], [-0.97942, 1.81072, 1.96773], [-0.52140, 3.98537, 0.25235], [-0.83429, 2.99367, -1.18097], [0.45258, 2.59586, -0.17533], [-2.48312, 2.41187, 0.73647], [-0.66224, 0.31719, -0.73014], [-2.38595, 0.20654, -0.45698], [-1.35084, -0.26837, 0.66202], [-0.11167, 1.40012, 1.97067], [2.12785, -0.95535, 0.39689], [1.83755, -0.13323, 1.60836], [2.68959, 1.11051, 1.66238], [0.58434, 0.48566, 1.44964], [3.02026, -1.50220, 0.70130], [2.09160, -0.32808, -0.49380], [1.24378, -1.58459, 0.29410], [1.69365, -0.59418, 2.58556], [2.55312, 1.72300, 0.77112], [3.68867, 0.70163, 1.81322], [2.47709, 1.78848, 2.48900], [-0.16072, -0.10040, 1.60138]],
  "nbo_charge": [-0.6555, -0.6402, 0.0680, -0.6166, -0.7816, 0.2002, 0.2226, 0.1813, 0.1947, 0.1866, 0.2075, 0.1999, 0.5012, -0.6288, 0.1062, -0.6751, -0.7854, 0.1859, 0.1814, 0.2039, 0.1503, 0.1783, 0.1753, 0.2731, 0.4759, -0.6408, 0.0814, -0.6026, -0.8009, 0.2017, 0.1968, 0.2378, 0.1848, 0.2037, 0.1681, 0.2057, 0.4551],
  "de_lowest_ev": 9.375,
  "orbital_gap_ev": 8.2,
  "e_lumo_ev": 3.5,
  "total_charge": -1
}

***

Entry 2:
{
  "formula": "C9H24FO9RbS3",
  "method": "ωB97M-V/def2-TZVPD",
  "elements": ["Rb", "F", "O", "S", "O", "O", "C", "C", "C", "H", "H", "H", "H", "H", "H", "H", "H", "O", "S", "O", "O", "C", "C", "C", "H", "H", "H", "H", "H", "H", "H", "H", "O", "S", "O", "O", "C", "C", "C", "H", "H", "H", "H", "H", "H", "H", "H"],
  "coordinates": [[-35.13525, -6.87629, 0.22166], [-34.36341, -4.46830, -1.08767], [-32.67221, -5.87827, 1.44672], [-31.45757, -5.18638, 1.13465], [-30.63297, -4.69386, 2.17745], [-30.51795, -6.19183, 0.31834], [-31.14209, -6.99313, -0.68790], [-30.14584, -8.01089, -1.20844], [-31.84058, -3.92381, -0.01218], [-31.50550, -6.37914, -1.51541], [-31.99837, -7.52274, -0.26558], [-29.15585, -7.57517, -1.35936], [-30.42629, -8.33611, -2.21139], [-30.04582, -8.86081, -0.53668], [-32.39442, -4.35328, -0.84482], [-30.91953, -3.46957, -0.37366], [-32.44902, -3.22902, 0.55778], [-39.21145, -4.05585, 2.22746], [-38.79238, -5.01392, 1.27699], [-37.41795, -5.27113, 1.03288], [-39.49726, -6.37071, 1.71619], [-39.15786, -7.55246, 0.97684], [-40.11480, -8.64272, 1.37900], [-39.55132, -4.63249, -0.27444], [-38.12751, -7.86446, 1.14983], [-39.29360, -7.33935, -0.08862], [-41.14912, -8.37287, 1.16839], [-40.01282, -8.87840, 2.43697], [-39.91165, -9.53244, 0.77956], [-39.19612, -3.61880, -0.46351], [-40.63048, -4.63122, -0.16163], [-39.16770, -5.27798, -1.05750], [-35.26958, -6.83709, 3.14443], [-34.46307, -6.75053, 4.31216], [-34.01142, -5.48857, 4.78682], [-35.31590, -7.44844, 5.44004], [-34.72994, -7.51518, 6.77189], [-35.74151, -7.00629, 7.76766], [-33.06660, -7.79531, 4.15580], [-33.81954, -6.91812, 6.79399], [-34.48495, -8.56283, 6.94954], [-36.11687, -6.03987, 7.42409], [-35.24183, -6.76851, 8.70689], [-36.57989, -7.68908, 7.86991], [-32.56057, -7.84535, 5.11622], [-32.42298, -7.34597, 3.40101], [-33.35537, -8.78983, 3.82218]],
  "lowdin_charge": [0.9319, -0.7790, -0.3855, 0.5701, -0.2538, -0.2366, -0.2749, -0.0610, -0.1322, 0.1257, 0.0959, 0.0838, 0.0799, 0.0774, 0.0261, 0.0803, 0.0861, -0.2362, 0.5555, -0.3509, -0.2367, -0.2752, -0.0598, -0.1078, 0.1069, 0.1147, 0.0851, 0.0867, 0.0841, 0.0834, 0.0797, 0.0680, -0.3558, 0.5386, -0.2394, -0.2489, -0.2584, -0.0588, -0.1090, 0.1096, 0.1232, 0.0891, 0.0841, 0.0814, 0.0721, 0.0586, 0.0818],
  "de_lowest_ev": 0.000,
  "orbital_gap_ev": 7.6,
  "e_lumo_ev": -0.4,
  "total_charge": 0
}

***

Entry 3:
{
  "formula": "C9H24FeO6",
  "method": "ωB97M-V/def2-TZVPD",
  "elements": ["Fe", "C", "C", "O", "H", "H", "H", "H", "H", "C", "C", "O", "H", "H", "H", "H", "H", "C", "C", "O", "H", "H", "H", "H", "H", "C", "O", "H", "H", "H", "C", "C", "O", "O", "H", "H", "H", "H", "H", "H"],
  "coordinates": [[-0.38055, 0.83475, -0.59659], [1.85258, -1.10814, 2.30732], [1.86475, 0.32289, 1.74758], [0.70015, 0.78429, 1.21951], [1.62638, -1.82296, 1.51101], [1.08533, -1.25075, 3.07845], [2.81684, -1.34669, 2.77778], [2.69753, 0.31792, 1.00473], [2.21082, 0.97159, 2.59057], [2.41145, 2.67664, -0.70691], [1.32484, 3.25316, -1.64702], [0.13602, 2.60942, -1.57131], [3.43935, 2.89265, -1.04835], [2.29972, 1.59018, -0.70017], [2.32369, 3.06697, 0.30685], [1.75704, 3.30025, -2.67844], [1.15319, 4.31832, -1.33607], [0.84433, -0.34532, -4.00017], [1.07982, -0.88369, -2.59028], [0.00628, -0.74372, -1.76484], [0.37435, 0.63661, -3.91304], [0.13093, -0.94342, -4.59047], [1.79149, -0.32704, -4.55458], [1.98531, -0.32064, -2.23852], [1.44270, -1.93879, -2.61295], [-3.40814, 0.94107, 0.13635], [-2.20918, 1.48918, -0.13669], [-3.77854, 0.28523, -0.68837], [-3.43109, 0.33978, 1.07112], [-4.18732, 1.73720, 0.23022], [-2.82590, -2.53632, 2.09761], [-1.50686, -1.91637, 2.42644], [-1.13463, -1.18331, 1.27979], [-2.71399, -3.41046, 0.99908], [-3.55010, -1.73421, 1.90263], [-3.19677, -3.14014, 2.93743], [-0.76459, -2.72022, 2.55549], [-1.60846, -1.29469, 3.32212], [-0.53584, -0.42381, 1.50736], [-2.12294, -2.97741, 0.36537]],
  "nbo_charge": [1.5809, -0.6399, -0.0077, -0.9725, 0.2074, 0.1761, 0.1684, 0.1100, 0.0913, -0.6379, -0.0069, -0.9711, 0.1525, 0.2084, 0.1927, 0.0760, 0.0843, -0.6386, -0.0172, -0.9757, 0.2292, 0.1672, 0.1631, 0.1017, 0.0933, -0.1815, -0.9791, 0.1014, 0.1024, 0.0900, -0.0708, -0.0895, -0.7850, -0.7493, 0.1678, 0.1372, 0.1482, 0.1567, 0.5203, 0.4963],
  "spin_multiplicity": 5,
  "orbital_gap_ev": [6.1, 5.0],
  "e_lumo_ev": [5.5, 5.5],
  "s2": 6.01,
  "total_charge": -2
}

***

Entry 4:
{
  "formula": "C9H24N2P",
  "method": "ωB97M-V/def2-TZVPD",
  "elements": ["C", "C", "C", "C", "C", "C", "C", "C", "C", "N", "N", "P", "H", "H", "H", "H", "H", "H", "H", "H", "H", "H", "H", "H", "H", "H", "H", "H", "H", "H", "H", "H", "H", "H", "H", "H"],
  "coordinates": [[1.74904, 2.73306, 0.62405], [3.57790, 1.03102, 1.05404], [2.56781, 1.38617, -1.42272], [0.95548, -2.44621, 0.97708], [2.57375, -1.72407, -0.68956], [-3.84542, -0.10321, 1.30576], [-4.84746, -1.05863, -0.69721], [-2.25446, -0.77914, -0.55068], [2.30832, 1.37048, 0.19320], [1.45991, -1.38684, 0.16679], [-3.64453, -0.93494, 0.06581], [0.89629, 0.09793, 0.55345], [0.74256, 2.92894, 0.39147], [1.81981, 2.74824, 1.76040], [2.43340, 3.55855, 0.27978], [3.25468, 0.71280, 2.00934], [4.28347, 1.76247, 1.22494], [4.34219, 0.34120, 0.59958], [2.88706, 0.34245, -1.61017], [1.58222, 1.66023, -1.78874], [3.31175, 2.24105, -1.69056], [1.67995, -2.53277, 1.78722], [-0.04865, -2.39614, 1.29860], [0.81630, -3.36452, 0.37832], [3.31870, -2.41606, -0.21629], [2.27872, -2.24102, -1.62742], [3.17717, -0.91628, -0.90394], [-3.56767, 0.94253, 1.05235], [-4.88152, -0.00689, 1.70819], [-3.18039, -0.62230, 2.03828], [-5.46378, -1.38118, 0.10871], [-5.23064, -0.04223, -1.03147], [-4.65772, -1.60080, -1.58099], [-1.95786, -1.61046, -1.13688], [-2.11322, 0.26629, -0.76553], [-3.59738, -1.83205, 0.54100]],
  "nbo_charge": [-0.6365, -0.6466, -0.6152, -0.4299, -0.4172, -0.4265, -0.4050, -0.4578, -0.3154, -0.7055, -0.3736, 0.9771, 0.2156, 0.2170, 0.2356, 0.2145, 0.2383, 0.2194, 0.2013, 0.2105, 0.2321, 0.2185, 0.2279, 0.2117, 0.2185, 0.2183, 0.2081, 0.2313, 0.2353, 0.2329, 0.2147, 0.2212, 0.2375, 0.1943, 0.1884, 0.4091],
  "de_lowest_ev": 2.735,
  "orbital_gap_ev": [4.6, 7.9],
  "e_lumo_ev": [-4.9, -3.8],
  "total_charge": 1
}

***

Entry 5:
{
  "formula": "C9H25CeIP2",
  "method": "ωB97M-V/def2-TZVPD",
  "elements": ["C", "C", "H", "H", "H", "H", "H", "H", "Ce", "C", "H", "H", "H", "I", "C", "P", "C", "C", "C", "P", "C", "C", "H", "H", "H", "H", "H", "H", "H", "H", "H", "H", "H", "H", "H", "H", "H", "H"],
  "coordinates": [[1.66551, -1.64112, -3.30886], [-0.97151, -2.35185, -0.60634], [1.35549, -0.97415, -4.14320], [0.91955, -2.48650, -3.02939], [2.75779, -1.61333, -3.22255], [-1.99675, -2.00232, -0.52287], [-0.51839, -2.90701, -1.49926], [-0.62855, -2.77495, 0.36070], [0.65365, -1.05458, -1.42616], [0.71305, -1.03800, 1.67289], [-0.23719, -1.13845, 1.12859], [0.59452, -1.65945, 2.56806], [1.59211, -1.44652, 1.11348], [3.57035, -1.38688, -0.47732], [1.81538, 1.71372, 0.99815], [1.00917, 0.64841, 2.18751], [2.08931, 0.43360, 3.58694], [-0.55383, 1.34923, 2.73143], [-1.55375, 1.80202, 1.66176], [-1.26299, 1.30378, -0.11225], [-3.01630, 1.09254, -0.60347], [-0.97862, 2.99194, -0.79205], [2.89927, 1.60190, 1.11477], [1.54718, 2.76649, 1.16142], [1.58827, 1.43781, -0.04711], [2.16113, 1.38405, 4.12629], [1.67267, -0.34509, 4.23944], [3.07520, 0.12559, 3.21453], [-1.01791, 0.59740, 3.38738], [-0.28128, 2.20160, 3.36966], [-2.55337, 1.42026, 1.91311], [-1.63007, 2.89979, 1.66931], [-3.49413, 2.07752, -0.69107], [-3.06069, 0.57409, -1.56898], [-3.53504, 0.50119, 0.16148], [-0.22734, 3.52997, -0.20074], [-1.92234, 3.55349, -0.78644], [-0.62204, 2.88543, -1.82379]],
  "lowdin_charge": [-0.2294, -0.2126, 0.0713, 0.0373, -0.0007, 0.0523, 0.0320, 0.0546, 0.6361, -0.2803, -0.0092, 0.1025, -0.0839, 0.4837, -0.1894, 0.8268, -0.1504, -0.3051, -0.3402, 0.8316, -0.2499, -0.2524, 0.0681, 0.0841, 0.0106, 0.0843, 0.0847, 0.0858, 0.1173, 0.1140, 0.0920, 0.1019, 0.0647, 0.0494, 0.0577, 0.0453, 0.0641, 0.0511],
  "orbital_gap_ev": [7.5, 7.5],
  "e_lumo_ev": [-7.6, -7.6],
  "total_charge": 2
}

***

Number 5 is which compound? C9H25CeIP2